# 1
Below is a molecular structure, H54HfO27 in a non-equilibrium geometry, with properties calculated with ωB97M-V/def2-TZVPD.

Properties
HOMO level: -0.763 Ha
Total charge: +4
LUMO level: -9.73 eV
Strongest force on any atom: 3.0 eV/Å
HOMO-LUMO gap: 11.039 eV
Molar mass: 664.90 g mol⁻¹

Element x y z (Å)
H 3.471 -1.629 -2.802
H 0.137 -4.997 -2.224
O -1.046 1.946 0.769
H 3.518 -4.072 0.955
O 1.116 -3.708 2.423
O -0.889 1.274 -1.816
H -3.760 2.842 -1.481
H 4.779 1.610 1.197
H 1.476 0.139 2.636
O -0.180 1.296 -4.337
H -0.197 5.245 -0.776
H 2.191 0.705 -2.400
H -2.697 -0.221 1.248
H -4.771 1.101 1.018
H -0.619 -2.170 -5.084
H -1.018 -0.027 5.109
O -2.457 1.943 3.365
H 2.623 1.882 0.725
O -1.035 -0.613 4.352
H 3.616 0.147 3.349
O -0.114 -2.456 0.420
H -0.978 2.796 0.333
H -1.434 -3.060 -4.169
H -0.775 1.139 -5.070
H -2.699 -1.535 -0.543
O -2.102 -0.936 -0.992
H 1.363 -1.446 -2.262
O 0.040 4.318 -0.797
O -2.836 2.936 -1.250
O 3.006 0.884 3.326
H -0.563 1.520 -2.682
O 0.706 -0.297 2.271
H -0.991 -1.492 4.727
O 0.761 2.908 3.129
H -1.629 1.862 -1.663
H 0.977 4.314 -0.991
H -1.620 2.106 1.518
H -1.226 -4.341 -2.154
O -4.415 0.243 1.249
H -2.508 1.553 4.238
O -1.841 -0.514 1.563
O -3.950 -0.134 -2.904
O -0.396 -4.414 -1.682
H -2.473 -0.841 -1.869
H 1.441 2.284 1.581
O -0.831 -2.317 -4.162
H 2.137 1.929 -1.512
O -3.851 -2.882 -0.088
H 2.637 4.243 -2.193
H 1.496 -3.187 3.131
H -4.658 -2.673 0.383
O 2.612 3.770 -1.362
H -3.938 -3.809 -0.312
H 0.370 -2.966 1.070
H 4.951 0.626 0.060
H 3.002 -0.433 0.423
H 1.223 3.700 3.405
Hf -0.006 -0.068 -0.025
H 0.671 0.989 -4.648
O 4.286 1.027 0.620
H -0.189 -3.039 -0.335
O 1.707 1.088 -1.669
H -4.443 -0.827 -3.345
H -0.049 -1.628 -2.779
O 1.683 1.737 0.834
H -4.620 0.140 2.178
H -2.807 3.707 -0.684
H 1.839 -4.252 2.110
H 2.560 -1.790 -0.084
H 4.626 -3.159 0.474
H 3.441 3.988 -0.937
H 0.235 -0.632 3.034
H 2.933 -2.998 -2.442
O 2.222 -0.939 0.195
O 0.450 -1.243 -2.058
H 3.439 1.569 3.836
H -3.001 2.728 3.420
H -4.610 0.355 -2.414
H -0.013 2.874 3.690
H -1.893 -0.424 2.514
O 2.717 -2.066 -2.406
O 3.673 -3.230 0.527


# 2
Below is a molecular structure, H5N2OP in a non-equilibrium geometry, with properties calculated with ωB97M-V/def2-TZVPD.

Properties
HOMO level: -0.379 Ha
Total charge: 0
LUMO level: 0.88 eV
Strongest force on any atom: 5.3 eV/Å
HOMO-LUMO gap: 11.184 eV
Molar mass: 80.03 g mol⁻¹

Element x y z (Å)
N 0.520 0.203 -1.266
H -0.927 -0.639 1.753
H 0.681 -0.779 -1.408
O -0.044 2.056 0.475
H 1.135 0.807 -1.786
P 0.247 0.632 0.315
H 1.329 0.184 1.075
H -2.069 0.166 0.603
N -0.939 -0.478 0.752


# 3
Below is 2 unconnected molecules or ions with the total composition H5N2OP in a non-equilibrium geometry, with properties calculated with ωB97M-V/def2-TZVPD.

Properties
HOMO level (spin up / spin down): -0.384 / -0.289 Ha
Total charge: 0
LUMO level (spin up / spin down): -0.56 / -0.19 eV
Strongest force on any atom: 1.8 eV/Å
HOMO-LUMO gap (spin up / spin down): 9.902 / 7.670 eV
Molar mass: 80.03 g mol⁻¹

Element x y z (Å)
N -0.655 -0.131 1.088
H 1.773 0.840 -1.249
H 1.594 0.940 0.546
P -0.377 0.322 -0.481
H 0.073 -0.642 1.582
O -1.503 1.147 -1.038
H -1.653 -0.442 1.118
H -0.410 -3.000 -1.155
N 1.156 0.966 -0.410


# 4
Below is 2 unconnected molecules or ions with the total composition H5N2OP in a non-equilibrium geometry, with properties calculated with ωB97M-V/def2-TZVPD.

Properties
HOMO level: -0.359 Ha
Total charge: 0
LUMO level: 0.01 eV
Strongest force on any atom: 1.4 eV/Å
HOMO-LUMO gap: 9.789 eV
Molar mass: 80.03 g mol⁻¹

Element x y z (Å)
P -1.625 -0.223 0.207
H 3.068 0.865 0.544
H -1.119 -1.459 0.667
N -3.024 -0.041 -0.403
O -0.686 0.871 0.352
H 2.758 -0.440 -0.393
H -3.607 -0.859 -0.473
N 2.614 0.560 -0.308
H 1.620 0.727 -0.193


# 5
Below is a single H5N2OP molecule in a non-equilibrium geometry, with properties calculated with ωB97M-V/def2-TZVPD.

Properties
HOMO level (spin up / spin down): -0.208 / -0.343 Ha
2S+1: 3
⟨S²⟩: 2.008
Total charge: 0
LUMO level (spin up / spin down): 0.72 / -1.94 eV
Strongest force on any atom: 4.2 eV/Å
HOMO-LUMO gap (spin up / spin down): 6.371 / 7.404 eV
Molar mass: 80.03 g mol⁻¹

Element x y z (Å)
H 0.778 1.872 1.447
H -1.226 -1.784 -0.253
P 0.194 -1.308 -0.675
O 0.976 0.974 1.652
H -0.864 0.577 -1.107
N -0.369 -0.071 -1.720
H 0.407 0.300 -2.237
H 0.053 -0.548 1.868
N 0.051 -0.011 1.024


# 6
Below is 2 unconnected molecules or ions with the total composition H5N2OP in a non-equilibrium geometry, with properties calculated with ωB97M-V/def2-TZVPD.

Properties
HOMO level (spin up / spin down): -0.304 / -0.323 Ha
2S+1: 3
⟨S²⟩: 2.013
Total charge: 0
LUMO level (spin up / spin down): 1.02 / -0.59 eV
Strongest force on any atom: 4.6 eV/Å
HOMO-LUMO gap (spin up / spin down): 9.289 / 8.198 eV
Molar mass: 80.03 g mol⁻¹

Element x y z (Å)
H -0.306 -2.111 -0.135
H -0.385 1.827 0.805
P -0.488 0.101 -0.672
H -0.049 -1.051 1.029
N 0.114 -1.283 0.139
H 0.238 0.022 -1.745
O -2.923 0.524 0.032
H 1.099 1.604 0.083
N 0.250 1.138 0.405


# 7
Below is 2 unconnected molecules or ions with the total composition H5N3S in a non-equilibrium geometry, with properties calculated with ωB97M-V/def2-TZVPD.

Properties
HOMO level (spin up / spin down): -0.302 / -0.287 Ha
Total charge: 0
LUMO level (spin up / spin down): 0.45 / 0.50 eV
Strongest force on any atom: 6.2 eV/Å
HOMO-LUMO gap (spin up / spin down): 8.670 / 8.315 eV
Molar mass: 79.13 g mol⁻¹

Element x y z (Å)
N -0.794 0.485 -1.127
H 2.650 0.249 -0.278
N 0.112 -0.265 1.177
S 1.712 1.041 -0.777
H -1.513 -0.283 -0.775
H -1.093 1.386 -0.917
H -0.363 -1.172 1.127
H -0.515 0.403 1.350
N 0.411 0.015 -0.797


# 8
Below is 2 unconnected molecules or ions with the total composition H5NO in a non-equilibrium geometry, with properties calculated with ωB97M-V/def2-TZVPD.

Properties
HOMO level: -0.362 Ha
SMILES string: N.O
Total charge: 0
LUMO level: 0.82 eV
Strongest force on any atom: 1.2 eV/Å
HOMO-LUMO gap: 10.665 eV
Molar mass: 35.05 g mol⁻¹

Element x y z (Å)
H -0.334 0.728 0.639
H -2.034 -3.410 2.722
H -0.188 -0.901 0.451
O -1.721 -3.153 1.826
H -0.591 0.044 -0.836
H -2.120 -3.819 1.222
N 0.000 0.000 0.000


# 9
Below is 2 unconnected molecules or ions with the total composition H5NOSSi in a non-equilibrium geometry, with properties calculated with ωB97M-V/def2-TZVPD.

Properties
HOMO level (spin up / spin down): -0.280 / -0.347 Ha
Total charge: 0
LUMO level (spin up / spin down): -0.42 / -0.53 eV
Strongest force on any atom: 5.4 eV/Å
HOMO-LUMO gap (spin up / spin down): 7.192 / 8.910 eV
Molar mass: 95.20 g mol⁻¹

Element x y z (Å)
N 0.205 0.908 1.124
S 0.897 -1.842 0.229
O 0.379 0.809 -1.630
H 0.107 1.954 1.165
H 0.186 0.329 1.868
H -0.354 -2.224 0.336
Si -0.040 0.010 -0.304
H -2.672 -1.067 -0.784
H 1.293 1.122 -2.003


# 10
Below is a single H5NOSSi molecule in a non-equilibrium geometry, with properties calculated with ωB97M-V/def2-TZVPD.

Properties
HOMO level: -0.328 Ha
SMILES string: N[Si@@H](O)S
Total charge: 0
LUMO level: -0.03 eV
Strongest force on any atom: 2.7 eV/Å
HOMO-LUMO gap: 8.890 eV
Molar mass: 95.20 g mol⁻¹

Element x y z (Å)
S 2.446 0.217 -0.449
H 2.488 -1.122 -0.601
Si -0.014 -0.082 0.612
N -1.087 1.158 0.115
H -1.213 2.032 0.505
H -0.079 -1.337 -1.271
O -0.440 -1.315 -0.364
H -1.921 1.102 -0.507
H -0.179 -0.652 1.959


# 11
Below is a single H5NOSSi molecule in a non-equilibrium geometry, with properties calculated with ωB97M-V/def2-TZVPD.

Properties
HOMO level (spin up / spin down): -0.132 / -0.371 Ha
2S+1: 3
⟨S²⟩: 2.007
Total charge: 0
LUMO level (spin up / spin down): 0.53 / -4.83 eV
Strongest force on any atom: 5.4 eV/Å
HOMO-LUMO gap (spin up / spin down): 4.136 / 5.274 eV
Molar mass: 95.20 g mol⁻¹

Element x y z (Å)
H -1.896 0.547 0.159
S 0.385 -1.812 -0.702
O 0.746 -0.273 1.949
H -1.168 1.834 -0.785
N -1.143 0.926 -0.418
Si 0.290 0.193 0.116
H 1.034 -1.144 1.752
H 1.420 0.949 -0.252
H 0.332 -1.220 -1.819


# 12
Below is a molecular structure, H5NOSi in a non-equilibrium geometry, with properties calculated with ωB97M-V/def2-TZVPD.

Properties
HOMO level: -0.320 Ha
Total charge: 0
LUMO level: 0.63 eV
Strongest force on any atom: 5.4 eV/Å
HOMO-LUMO gap: 9.345 eV
Molar mass: 63.13 g mol⁻¹

Element x y z (Å)
H -1.687 -0.736 -0.754
N 0.894 -0.679 1.165
H 1.019 0.129 1.853
H 0.438 -1.514 1.669
O -0.010 0.517 -1.858
Si -0.603 0.335 -0.359
H -0.827 1.368 0.566
H 0.777 0.580 -2.282